Here is a molecular structure, C40H45F12N8O2SY from the Open Molecules 2025 dataset. Energies are from ωB97M-V/def2-TZVPD.

- spin multiplicity = 1
- electronic energy (a.u.) = -3774.792249
- highest occupied orbital energy (eV) = -6.35
- orbital gap (Eh) = 0.173
- net charge = 0

Last column: Mulliken charge in e.
Geometry (Å):
Y1 -0.16 -0.28 0.47  -1.3984
C1 -3.77 -4.99 -3.26  -1.7468
C2 -2.72 -4.04 -2.77  0.3706
C3 -2.00 -3.24 -3.64  -1.9452
C4 -1.02 -2.40 -3.15  -0.6405
C5 -0.68 -2.32 -1.79  0.2739
N1 0.32 -1.48 -1.32  1.8523
C6 1.49 -1.25 -1.99  1.1748
C7 1.80 -1.78 -3.27  -1.0943
C8 2.86 -1.34 -4.01  -1.1128
C9 3.74 -0.39 -3.52  0.0077
C10 4.88 0.16 -4.33  -1.7512
C11 3.61 -0.05 -2.17  -0.5353
C12 2.54 -0.47 -1.40  -0.1374
C13 2.72 -0.44 0.13  1.2168
O1 1.67 -0.76 0.90  -0.0455
C14 3.24 0.92 0.72  0.4474
F1 2.18 1.62 1.18  0.0542
F2 4.03 0.73 1.79  -0.3330
F3 3.91 1.78 -0.06  -0.2530
C15 3.83 -1.51 0.40  0.5448
F4 3.65 -2.62 -0.31  -0.2429
F5 5.08 -1.09 0.10  -0.2853
F6 3.86 -1.88 1.68  -0.2353
C16 -1.49 -3.08 -0.89  -0.0416
C17 -2.47 -3.92 -1.41  -1.0010
C18 -1.41 -2.87 0.63  2.3090
O2 -1.61 -1.57 0.97  0.0235
C19 -0.05 -3.36 1.25  0.3819
F7 -0.09 -4.60 1.75  -0.3384
F8 0.97 -3.34 0.40  -0.2837
F9 0.27 -2.54 2.28  -0.1707
C20 -2.50 -3.62 1.45  -0.2422
F10 -2.33 -3.36 2.76  -0.2397
F11 -3.73 -3.19 1.15  -0.2043
F12 -2.54 -4.96 1.35  -0.2814
H1 -3.88 -4.91 -4.34  0.3906
H2 -4.73 -4.76 -2.81  0.3597
H3 -3.51 -6.01 -3.00  0.3486
H4 -2.19 -3.27 -4.70  0.3165
H5 -0.55 -1.72 -3.84  1.1541
H6 1.21 -2.60 -3.65  0.8666
H7 3.03 -1.76 -5.00  0.4318
H8 4.71 -0.03 -5.39  0.4234
H9 5.81 -0.32 -4.03  0.3023
H10 4.99 1.23 -4.17  0.3450
H11 4.41 0.52 -1.73  0.5615
H12 -3.09 -4.50 -0.75  0.5780
C21 -2.75 0.18 -5.35  -0.5820
C22 -3.73 -0.32 -4.50  -0.7709
C23 -3.53 -0.30 -3.13  -0.6480
C24 -2.35 0.22 -2.59  0.3968
C25 -1.35 0.67 -3.47  -0.5856
C26 -1.56 0.67 -4.83  -0.7288
N2 -2.12 0.32 -1.23  1.2205
N3 -3.19 0.27 -0.52  -0.9676
C27 -3.13 0.61 0.79  -0.0594
C28 -4.30 0.45 1.56  -0.8940
C29 -4.38 1.06 2.79  -0.3653
C30 -3.30 1.81 3.23  -1.4439
C31 -2.15 1.86 2.45  -0.3160
N4 -2.04 1.26 1.28  0.2452
H13 -2.91 0.16 -6.42  0.4167
H14 -4.64 -0.73 -4.90  0.4302
H15 -4.27 -0.70 -2.45  0.5085
H16 -0.41 1.02 -3.06  0.8317
H17 -0.79 1.04 -5.50  0.5019
H18 -5.11 -0.13 1.15  0.5898
H19 -5.28 0.98 3.38  0.4493
H20 -3.35 2.36 4.16  0.5379
H21 -1.29 2.42 2.78  0.9021
C32 0.21 4.19 -2.66  -1.7009
C33 1.40 3.75 -1.79  1.4357
C34 2.68 3.73 -2.62  -1.5005
C35 1.57 4.68 -0.59  -1.8236
N5 1.26 2.38 -1.28  0.5010
N6 0.11 2.10 -0.49  -0.3573
H22 0.39 5.19 -3.04  0.5138
H23 -0.72 4.21 -2.09  0.3374
H24 0.08 3.52 -3.51  0.2666
H25 2.92 4.74 -2.97  0.5046
H26 2.57 3.08 -3.49  0.3341
H27 3.50 3.36 -2.01  0.2565
H28 1.96 5.64 -0.91  0.5015
H29 2.27 4.24 0.11  0.2921
H30 0.62 4.86 -0.08  0.3371
H31 1.32 1.71 -2.04  -0.3529
H32 -0.76 2.40 -0.96  0.3754
H33 0.20 2.67 0.36  0.2227
C36 -1.66 -0.47 5.39  -0.9758
N7 -0.44 0.09 5.93  0.2789
C37 -0.26 0.04 7.36  -1.1974
C38 0.51 0.51 5.07  -0.0396
S1 0.28 0.42 3.42  0.0731
N8 1.67 1.03 5.61  0.0546
C39 1.60 2.28 6.35  -1.1035
C40 2.81 1.03 4.71  -1.2384
H34 -2.21 -0.98 6.18  0.3779
H35 -1.43 -1.18 4.59  0.4773
H36 -2.28 0.31 4.96  0.0383
H37 -0.65 -0.91 7.74  0.4059
H38 -0.79 0.85 7.86  0.3362
H39 0.80 0.09 7.60  0.4122
H40 0.65 2.38 6.87  0.3798
H41 1.72 3.13 5.67  0.3208
H42 2.41 2.31 7.08  0.3280
H43 2.91 0.06 4.24  0.3654
H44 3.71 1.25 5.29  0.3761
H45 2.70 1.79 3.93  0.3429